{
  "formula": "C31H28FeN",
  "method": "ωB97M-V with the def2-TZVPD basis set",
  "elements": ["C", "C", "C", "C", "C", "N", "C", "C", "C", "C", "C", "C", "C", "C", "C", "H", "H", "H", "H", "H", "H", "H", "H", "H", "H", "H", "H", "H", "C", "C", "C", "C", "C", "Fe", "C", "C", "C", "C", "C", "C", "C", "C", "C", "C", "C", "C", "H", "H", "H", "H", "H", "H", "H", "H", "H", "H", "H", "H", "H", "H", "H"],
  "xyz": [[-3.692, -1.685, 2.998], [-3.261, -0.914, 4.088], [-2.562, 0.285, 3.864], [-2.209, 0.701, 2.568], [-1.539, 2.044, 2.322], [-0.025, 2.031, 2.043], [0.648, 1.411, 3.053], [1.602, 0.313, 2.944], [2.834, 0.369, 3.642], [3.726, -0.688, 3.559], [3.380, -1.861, 2.880], [2.135, -1.949, 2.249], [1.254, -0.875, 2.252], [-2.680, -0.068, 1.492], [-3.399, -1.254, 1.697], [-4.295, -2.584, 3.156], [-3.517, -1.226, 5.104], [-2.311, 0.922, 4.714], [-1.958, 2.533, 1.452], [-1.668, 2.653, 3.222], [0.271, 1.546, 4.086], [3.071, 1.251, 4.246], [4.698, -0.625, 4.059], [4.054, -2.718, 2.855], [1.820, -2.867, 1.764], [0.264, -0.934, 1.815], [-2.512, 0.293, 0.475], [-3.774, -1.816, 0.836], [0.965, 1.019, -3.852], [2.127, 1.783, -3.417], [2.396, 1.442, -2.039], [1.413, 0.459, -1.618], [0.517, 0.210, -2.729], [0.532, 2.108, -2.275], [-1.311, 2.843, -2.599], [-0.248, 3.780, -2.917], [0.535, 3.952, -1.718], [-0.018, 3.058, -0.639], [0.616, 2.559, 0.824], [1.568, 3.697, 1.190], [2.671, 3.241, 1.885], [3.598, 4.120, 2.429], [3.561, 5.453, 2.021], [2.475, 5.937, 1.269], [1.426, 5.077, 0.947], [-1.169, 2.448, -1.218], [0.571, 0.991, -4.868], [2.751, 2.411, -4.049], [3.263, 1.765, -1.464], [1.416, -0.080, -0.672], [-0.288, -0.523, -2.743], [-2.151, 2.539, -3.241], [-0.136, 4.265, -3.902], [1.333, 4.683, -1.641], [1.286, 1.751, 0.368], [2.801, 2.177, 2.005], [4.369, 3.731, 3.088], [4.402, 6.109, 2.265], [2.478, 6.973, 0.914], [0.520, 5.498, 0.483], [-1.828, 1.827, -0.629]],
  "atomic_forces_ev_per_a": [[0.21, 0.34, -0.02], [-0.07, 0.23, -0.51], [0.10, -0.33, -0.12], [-0.63, -0.20, -0.06], [1.75, 0.37, -0.45], [-3.12, -0.73, -0.05], [0.33, -0.01, 0.82], [0.31, -0.54, -0.05], [-0.50, -0.08, -0.28], [0.21, -0.51, 0.21], [-0.21, 0.11, -0.10], [-0.05, 0.10, 0.00], [0.69, 0.73, 0.56], [0.05, -0.23, 0.05], [0.02, 0.31, 0.24], [0.31, 0.28, -0.03], [0.12, 0.16, -0.31], [0.09, -0.19, -0.18], [-0.36, 0.23, -0.02], [-0.15, 0.15, -0.10], [0.02, 0.31, -0.67], [-0.07, -0.23, -0.37], [-0.37, -0.01, -0.14], [-0.09, 0.29, 0.00], [0.17, 0.01, 0.00], [0.09, -0.06, -0.19], [0.06, -0.24, 0.29], [0.18, 0.19, 0.29], [1.17, -1.41, -0.60], [0.88, -1.42, -0.64], [1.11, -1.47, -0.46], [1.13, -1.33, -0.44], [1.22, -1.62, -0.81], [-0.17, -0.18, -0.18], [-1.58, 1.05, 0.36], [-1.77, 1.13, 0.28], [-0.45, 1.66, 1.50], [-1.42, 0.90, 2.18], [1.55, 1.03, -3.62], [-0.13, -0.14, 0.42], [0.52, 0.54, 0.42], [0.12, 0.17, -0.60], [-0.04, 0.26, 0.05], [0.49, -0.38, 0.31], [-0.29, -0.11, -0.02], [-1.11, 0.75, 0.34], [0.01, 0.12, 0.43], [-0.30, -0.03, 0.21], [-0.39, 0.04, -0.09], [-0.10, 0.23, -0.23], [0.18, 0.32, 0.02], [0.68, 0.15, 0.27], [0.12, -0.21, 0.89], [0.02, -0.45, 0.11], [-0.75, 0.79, 1.21], [0.06, 0.08, 0.10], [0.16, 0.18, -0.22], [-0.38, -0.08, 0.06], [-0.14, -0.33, 0.28], [0.55, -0.52, 0.07], [-0.01, -0.20, -0.45]],
  "largest_force_ev_per_a": 4.07,
  "total_charge": -1,
  "e_homo_ev": [-1.1, -2.9],
  "spin_multiplicity": 5
}